A 8-piece molecular cluster, H16O8 overall. Source: the Open Molecules 2025 dataset; level of theory: ωB97M-V with the def2-TZVPD basis set.

The calculation puts the frontier orbital gap at 11.481 eV. Its SMILES is O.O.O.O.O.O.O.O. The calculation puts the energy at -16638.934 eV. As for the relative energy (zero: lowest compared OMol25 entry of this formula, charge and spin): 296.9 kJ/mol. The value obtained for the HOMO energy is -11.3 eV.

Geometry as ORCA input:
```
! RIJCOSX wB97M-V def2-TZVPD def2/J DEFGRID3
* xyz 0 1
O -0.31 0.15 0.07
H -0.36 -0.71 0.50
H 0.56 0.17 -0.33
O -0.02 -0.79 -3.89
H -0.05 -1.68 -4.27
H 0.47 -0.27 -4.54
O -2.26 1.14 3.44
H -2.80 0.38 3.19
H -1.40 0.76 3.68
O -3.92 -1.79 -0.10
H -4.68 -1.75 0.49
H -4.30 -1.93 -0.97
O 3.97 3.83 0.46
H 3.84 3.08 -0.13
H 3.80 4.60 -0.11
O 2.79 0.26 1.32
H 3.34 -0.39 0.88
H 3.03 1.10 0.90
O -2.46 -4.72 0.70
H -3.12 -4.03 0.83
H -1.62 -4.24 0.68
O 1.87 2.28 -1.32
H 2.34 2.82 -0.67
H 1.27 1.74 -0.79
*
```